No. 1
This record from the OMol25 dataset describes a single C4H3NO3 molecule in a non-equilibrium geometry. The level of theory is ωB97M-V/def2-TZVPD.

Structure (XYZ):
```
11
C4H3NO3 | the OMol25 dataset | ωB97M-V/def2-TZVPD
O -0.70 0.57 1.17
O -2.62 -0.88 -0.59
O -0.80 -1.90 -1.54
N 0.68 0.15 -0.71
C -0.52 0.02 -0.05
C 1.35 0.79 0.31
C -1.44 -0.91 -0.72
C 0.55 1.08 1.42
H 0.85 1.61 2.30
H 2.39 1.16 0.01
H 0.27 -1.70 -1.59
```

Summary:
total charge	0
LUMO	-0.20	eV
energy	-434.65222	Eh
SMILES	O=C(O)c1ncco1
energy relative to the best compared isomer or geometry (same formula, charge and spin)	47.1	kcal per mole
spin multiplicity	1
highest occupied orbital energy	-0.367	Eh

---

No. 2
This record from the OMol25 dataset describes C17H10CoF5N4O4S as an isolated structure in a non-equilibrium geometry. The level of theory is ωB97M-V/def2-TZVPD.

Structure (XYZ):
```
42
C17H10CoF5N4O4S | the OMol25 dataset | ωB97M-V/def2-TZVPD
Co -0.45 0.13 -0.08
S 3.60 -0.77 -2.11
F -3.57 0.36 -1.55
F 0.56 2.72 -1.35
F -3.43 5.00 -2.49
F -4.85 2.62 -2.23
F -0.64 4.93 -1.96
O -2.19 -3.36 0.12
O 0.28 1.47 1.08
O -0.10 2.60 2.97
O -1.13 -1.55 -0.58
N 1.46 -0.50 -0.76
N 2.37 -0.98 0.14
N -1.28 -0.27 1.54
N 1.16 -0.18 -3.15
C -2.81 3.87 -2.05
C -1.88 -1.46 1.63
C -2.86 1.48 -1.60
C 1.89 -0.40 -2.00
C -1.82 0.26 3.80
C -1.76 -2.24 0.30
C -0.77 2.65 -1.55
C -0.26 1.66 2.24
C -2.55 -1.83 2.78
C -1.19 0.53 2.62
C 4.91 -3.40 -0.26
C 3.50 -1.30 -0.42
C -1.42 3.85 -1.84
C 4.52 -2.09 0.39
C -1.52 1.52 -1.34
C -2.58 -0.93 3.84
C -3.54 2.65 -1.92
H 4.08 -4.06 -0.33
H 5.28 -1.38 0.55
H -3.06 -2.78 2.76
H -3.11 -1.17 4.75
H 5.23 -3.22 -1.25
H 0.34 0.45 -2.97
H -1.82 0.95 4.60
H 5.76 -3.82 0.24
H 1.66 0.24 -3.91
H 4.00 -2.24 1.36
```

Summary:
total charge	-1
LUMO (spin up / spin down)	2.16 / 2.16	eV
energy	-3454.17125	Eh
energy relative to the best compared isomer or geometry (same formula, charge and spin)	3.9	kcal per mole
spin multiplicity	4
highest occupied orbital energy (spin up / spin down)	-0.168 / -0.188	Eh

---

No. 3
This record from the OMol25 dataset describes a 5-piece molecular cluster, C10H20Br10 overall in a non-equilibrium geometry. The level of theory is ωB97M-V/def2-TZVPD.

Structure (XYZ):
```
40
C10H20Br10 | the OMol25 dataset | ωB97M-V/def2-TZVPD
Br -4.71 -1.30 -4.56
Br -1.66 1.00 -0.48
Br 2.08 -0.32 1.89
Br -2.83 -2.71 -0.56
Br 3.17 2.25 -1.25
Br 4.77 6.67 -0.98
Br -0.72 0.66 4.21
Br 0.45 -3.08 -2.19
Br 0.81 -7.73 -2.52
Br -1.11 4.58 6.58
C 0.44 -0.39 0.79
C 0.43 -4.90 -2.90
C 4.17 3.85 -0.62
C -1.29 2.05 5.45
C -3.13 -2.06 -2.39
C -0.02 1.05 0.58
C -4.58 -2.16 -2.80
C -0.69 3.38 5.10
C 3.62 5.10 -1.26
C 0.98 -5.86 -1.86
H -1.12 1.70 6.47
H 3.66 4.91 -2.33
H -0.12 1.59 1.51
H -4.91 -3.20 -2.87
H 0.39 3.36 5.00
H -5.23 -1.72 -2.04
H 1.01 -4.94 -3.82
H 5.18 3.69 -1.01
H 0.46 -5.78 -0.92
H 2.61 5.37 -1.00
H -0.34 -0.96 1.28
H -1.10 3.78 4.17
H -2.83 -1.01 -2.40
H -0.60 -5.07 -3.19
H 0.62 -0.90 -0.15
H 4.23 3.80 0.46
H 2.04 -5.68 -1.74
H 0.73 1.53 -0.05
H -2.47 -2.62 -3.03
H -2.38 2.06 5.46
```

Summary:
total charge	0
LUMO	0.31	eV
energy	-26133.16767	Eh
SMILES	BrCCBr.BrCCBr.BrCCBr.BrCCBr.BrCCBr
energy relative to the best compared isomer or geometry (same formula, charge and spin)	13.7	kcal per mole
spin multiplicity	1
highest occupied orbital energy	-0.371	Eh

---

No. 4
This record from the OMol25 dataset describes a single C23H29FN4O4 molecule in a non-equilibrium geometry. The level of theory is ωB97M-V/def2-TZVPD.

Structure (XYZ):
```
61
C23H29FN4O4 | the OMol25 dataset | ωB97M-V/def2-TZVPD
F -4.91 -4.26 1.02
O 2.41 3.70 0.02
O 4.85 1.48 -3.19
O 0.37 1.79 -2.09
O 0.57 -1.04 -1.16
N 2.71 3.11 -2.16
N 0.15 2.27 0.14
N -2.93 -2.81 2.39
N -0.84 -1.10 1.49
C 5.09 2.47 -2.20
C 2.72 -0.55 -1.41
C -6.11 -1.36 3.65
C 2.05 3.13 -1.00
C -1.41 -0.90 2.80
C -4.28 -2.53 2.55
C -5.26 -3.26 1.88
C 4.05 3.61 -2.32
C -4.76 -1.57 3.46
C -0.01 -0.01 1.02
C -1.85 -1.58 0.57
C 6.67 2.80 -3.94
C 0.76 2.31 -1.06
C -0.78 1.23 0.48
C 1.63 -1.11 -1.98
C 6.52 2.97 -2.43
C -1.95 -2.26 3.29
C -7.05 -2.09 2.94
C -6.61 -3.05 2.05
C 2.30 -0.09 -0.14
C 0.98 -0.42 -0.03
C -2.36 -2.94 1.07
C 5.83 1.56 -4.21
H -2.70 -0.89 0.50
H 5.32 1.58 -5.18
H -0.64 -0.55 3.49
H -4.06 -0.97 4.02
H 0.59 0.32 1.88
H 7.70 2.67 -4.25
H -2.36 -2.18 4.30
H -8.11 -1.92 3.09
H -3.09 -3.33 0.36
H -1.41 -1.70 -0.42
H 4.14 4.09 -3.30
H 2.34 2.49 -2.87
H 6.65 4.00 -2.10
H 2.89 0.42 0.59
H -1.11 -2.96 3.32
H 7.22 2.33 -1.91
H -1.32 0.96 -0.43
H 3.69 -0.44 -1.85
H 6.44 0.65 -4.17
H 0.66 2.73 0.88
H -2.23 -0.17 2.79
H -1.52 -3.64 1.13
H -1.49 1.60 1.23
H 6.26 3.67 -4.47
H -7.31 -3.65 1.49
H 4.22 4.34 -1.53
H 1.47 -1.59 -2.93
H -6.43 -0.61 4.36
H 4.96 2.00 -1.22
```

Summary:
total charge	0
LUMO	0.75	eV
energy	-1513.68841	Eh
SMILES	O=C(NC[C@@H]1CCCO1)C(=O)NC[C@H](c1ccco1)N1CCN(c2ccccc2F)CC1
energy relative to the best compared isomer or geometry (same formula, charge and spin)	6.5	kcal per mole
spin multiplicity	1
highest occupied orbital energy	-0.283	Eh

---

No. 5
This record from the OMol25 dataset describes a 8-piece molecular cluster, C43H76Br3FN11O9S overall in a non-equilibrium geometry. The level of theory is ωB97M-V/def2-TZVPD.

Structure (XYZ):
```
144
C43H76Br3FN11O9S | the OMol25 dataset | ωB97M-V/def2-TZVPD
Br -1.22 -0.24 -2.48
Br -0.82 -3.25 2.09
Br 0.98 2.16 -1.13
S 3.45 -1.75 -3.74
F -3.70 -2.23 0.97
O -4.76 -6.49 0.10
O -6.33 1.53 2.97
O -2.84 -1.10 4.79
O 7.18 -1.91 -3.10
O -8.10 6.10 1.01
O 0.20 -5.74 4.36
O -2.80 -3.29 -1.57
O 5.03 7.58 -1.40
O 6.89 4.22 -3.76
N -2.20 -3.99 -4.02
N 6.32 8.93 -2.75
N -10.05 7.01 0.20
N -5.05 -0.86 5.36
N -0.01 -1.91 -0.33
N -6.62 2.39 0.86
N 4.69 4.55 -3.18
N 7.49 0.08 -4.21
N 0.92 -2.66 -2.57
N 0.31 -4.41 6.23
N -0.82 -4.56 -1.41
C 5.63 -5.14 -0.72
C -5.14 -5.13 -0.64
C -6.14 1.18 0.21
C 6.51 10.23 -3.36
C -2.47 -4.99 0.35
C -2.14 -0.65 1.96
C 7.28 -6.73 0.80
C -1.26 -2.54 0.22
C 0.57 -4.42 -0.87
C -2.34 -3.56 -2.89
C 5.84 -6.37 0.21
C -0.19 -3.25 6.94
C 8.77 0.33 -3.56
C -1.84 -3.81 -0.57
C 2.49 -0.08 -0.15
C 6.03 4.46 -2.93
C 4.22 -4.82 -1.35
C -3.62 -5.82 -0.64
C -3.71 -0.91 5.62
C 0.90 -2.84 -1.10
C 1.33 0.17 -1.22
C 5.25 8.65 -1.95
C 7.30 7.89 -2.99
C 4.56 -7.25 0.49
C 3.15 -6.93 -0.13
C 1.36 -5.21 6.84
C -2.46 -1.54 0.62
C 2.10 -2.49 -3.07
C 2.94 -5.68 -1.09
C -6.02 -0.62 6.40
C -0.11 -0.52 -0.85
C -10.86 6.43 1.26
C 3.73 4.84 -2.14
C -0.18 -4.78 5.01
C -7.03 3.51 0.04
C 1.50 -5.42 -1.74
C 6.81 -1.06 -3.89
C -10.70 7.82 -0.81
C -8.71 6.77 0.19
C -5.50 -1.06 4.00
C -6.66 2.43 2.22
C 6.99 1.04 -5.16
C 4.22 4.35 -4.54
H -6.16 1.30 -0.87
H -11.18 8.67 -0.32
H -1.01 -5.57 -1.40
H -7.04 3.39 2.61
H -9.97 8.19 -1.54
H 3.27 -0.87 -0.43
H -0.97 -4.11 4.64
H 5.86 -1.15 -4.43
H -11.45 7.22 -1.32
H 4.51 3.35 -4.87
H -5.06 -0.30 3.36
H -5.54 -0.49 7.37
H 8.10 8.26 -3.64
H -10.76 5.34 1.23
H -11.91 6.71 1.14
H 6.53 10.11 -4.45
H -2.72 0.35 1.81
H 6.52 -4.45 -1.01
H 1.00 -6.23 6.97
H 4.68 5.09 -5.19
H 1.62 0.03 -2.32
H -5.17 -2.05 3.66
H 7.70 1.14 -5.98
H -3.22 -6.30 -1.67
H 0.71 -4.77 0.21
H -3.17 -4.65 1.17
H 7.32 -6.44 1.92
H -5.78 -5.31 -1.58
H 6.02 0.72 -5.57
H 4.22 4.96 -1.17
H -2.77 -0.78 -0.17
H 7.73 7.57 -2.04
H 2.23 -5.22 6.18
H -0.98 -2.75 6.37
H 7.46 10.65 -3.02
H -5.12 0.98 0.54
H -7.85 3.19 -0.61
H 0.55 -1.78 0.56
H 0.95 -6.45 -1.69
H 8.16 -6.27 0.23
H 3.13 4.45 -4.58
H 8.62 0.38 -2.48
H -6.19 3.83 -0.58
H -0.53 0.24 -0.08
H 3.19 5.75 -2.39
H -8.19 7.26 -0.65
H -6.77 0.34 0.51
H 2.26 -7.62 0.12
H 4.74 -8.17 1.17
H 1.54 -5.16 -2.85
H -6.70 -1.48 6.46
H 3.02 4.00 -2.07
H -5.37 -4.26 0.07
H -1.71 -5.77 0.68
H -2.59 -1.12 2.91
H -1.04 -0.36 2.05
H 2.02 -0.27 0.89
H -6.59 0.28 6.16
H -3.47 -0.74 6.68
H 4.19 -3.92 -2.05
H 9.19 1.27 -3.92
H 6.87 2.01 -4.67
H 1.64 -4.79 7.81
H -0.60 -3.58 7.90
H 4.57 9.51 -1.83
H 1.99 -2.70 -0.73
H -7.36 4.35 0.66
H 7.38 -7.88 0.76
H 6.81 7.03 -3.46
H 0.63 -2.56 7.11
H 5.70 10.91 -3.09
H 9.45 -0.49 -3.79
H -10.49 6.79 2.23
H -6.59 -1.00 3.95
H 3.07 0.92 -0.02
H 6.28 4.63 -1.87
```

Summary:
total charge	+1
LUMO	-3.18	eV
energy	-11182.91364	Eh
spin multiplicity	1
highest occupied orbital energy	-0.383	Eh

---

No. 6
This record from the OMol25 dataset describes C9H14BErN4O5 as an isolated structure in a non-equilibrium geometry. The level of theory is ωB97M-V/def2-TZVPD.

Structure (XYZ):
```
34
C9H14BErN4O5 | the OMol25 dataset | ωB97M-V/def2-TZVPD
Er -3.92 0.60 3.18
O 0.21 -0.76 -1.85
O 0.01 3.09 0.70
O -0.10 -0.59 0.47
O 1.06 -2.60 -0.89
O -1.45 -2.47 0.88
N -3.29 -1.38 1.98
N -0.37 1.54 -0.95
N 0.74 -4.89 -0.13
N 2.51 0.60 0.76
C -0.17 -1.95 -1.36
C -1.54 1.52 -1.87
C -0.66 2.21 0.23
C 3.95 0.60 1.04
C -1.93 1.81 1.02
C -2.44 -1.97 1.48
C -0.93 -1.45 -0.13
C 2.01 0.55 -0.56
C 0.89 -3.83 -0.54
B 0.37 0.20 -0.71
H -2.38 2.01 -1.44
H -1.79 0.80 1.39
H -2.81 1.83 0.37
H 2.21 1.51 -1.02
H -1.81 -0.93 -0.49
H -2.04 2.49 1.85
H 4.20 1.29 1.84
H -0.70 -2.58 -2.05
H 2.09 -0.14 1.32
H 4.21 -0.41 1.29
H -1.29 2.08 -2.75
H -1.86 0.52 -2.14
H 4.48 0.91 0.16
H 2.56 -0.22 -1.10
```

Summary:
total charge	+2
LUMO (spin up / spin down)	-9.27 / -9.20	eV
energy	-1985.72892	Eh
spin multiplicity	4
highest occupied orbital energy (spin up / spin down)	-0.544 / -0.543	Eh

---

No. 7
This record from the OMol25 dataset describes a single C17H20O3S molecule in a non-equilibrium geometry. The level of theory is ωB97M-V/def2-TZVPD.

Structure (XYZ):
```
41
C17H20O3S | the OMol25 dataset | ωB97M-V/def2-TZVPD
S -1.91 1.37 2.36
O 1.81 -2.16 3.42
O -1.85 1.86 -2.66
O 3.63 -2.27 1.22
C -3.56 3.65 -2.12
C -0.97 1.51 -0.62
C 2.72 -1.65 0.41
C 2.66 -1.05 3.12
C 2.90 1.27 2.26
C 0.83 -0.05 -0.08
C -0.11 0.86 0.36
C -2.41 2.77 -1.78
C 1.89 -0.59 0.80
C -0.17 1.34 1.80
C 3.93 -1.66 2.47
C -1.01 1.13 -1.91
C -1.81 2.65 -0.56
C 1.97 -0.01 2.22
C 0.54 0.36 2.75
C -0.27 -0.04 -2.46
C 0.82 -0.54 -1.50
H 0.76 -1.64 -1.49
H 2.96 -0.56 4.03
H 3.86 1.08 1.75
H 1.72 -2.69 2.59
H 1.80 -0.25 -1.94
H -2.08 3.20 0.31
H 0.64 0.82 3.74
H 4.35 -2.40 3.12
H 4.70 -0.89 2.34
H -3.81 4.33 -1.27
H 2.62 -2.06 -0.57
H 2.45 2.15 1.77
H -0.08 -0.55 2.87
H -0.96 -0.85 -2.67
H 0.18 0.27 -3.41
H 3.07 1.62 3.27
H 0.18 2.35 1.87
H -2.52 1.73 1.22
H -4.43 3.02 -2.37
H -3.32 4.26 -2.99
```

Summary:
total charge	0
LUMO	0.62	eV
energy	-1283.64649	Eh
SMILES	Cc1cc2c(o1)CCC1=C2[C@@H](S)C[C@]2(C)C1=COC[C@@H]2O
energy relative to the best compared isomer or geometry (same formula, charge and spin)	30.4	kcal per mole
spin multiplicity	1
highest occupied orbital energy	-0.267	Eh

---

No. 8
This record from the OMol25 dataset describes a 5-piece molecular cluster, C16H35INO8S5 overall. The level of theory is ωB97M-V/def2-TZVPD.

Structure (XYZ):
```
66
C16H35INO8S5 | the OMol25 dataset | ωB97M-V/def2-TZVPD
I 5.28 3.94 -2.17
S 0.78 -2.38 0.55
S 7.09 5.33 -2.79
S -1.37 -6.54 -2.67
S -2.75 4.64 2.46
S 2.73 1.60 1.11
O -0.60 -5.34 -2.91
O -0.80 -7.59 -1.86
O -1.69 4.78 3.44
O 0.01 -1.21 0.18
O 2.83 0.42 1.92
O -2.48 3.93 1.24
O 3.27 1.58 -0.24
O 0.63 -2.93 1.88
N 8.45 4.86 -1.99
C -4.94 6.00 2.02
C -4.23 3.97 3.24
C -5.26 5.11 3.22
C -3.00 -6.11 -2.03
C 0.97 3.09 2.32
C 0.55 -3.70 -0.66
C -3.38 -7.65 -3.93
C -4.00 -6.49 -3.13
C 3.00 -3.41 -0.40
C 1.04 2.16 1.11
C 2.24 3.94 2.28
C -1.94 -7.24 -4.22
C 3.42 2.99 2.04
C 1.90 -3.85 -1.38
C -3.43 6.25 2.06
C 2.51 -2.10 0.21
H 1.91 -3.21 -2.26
H -3.00 6.58 1.13
H -3.13 -6.70 -1.12
H -4.16 -5.64 -3.79
H -1.28 -8.06 -4.48
H -2.99 -5.05 -1.79
H 6.75 6.41 -2.05
H 0.07 3.70 2.29
H 3.82 2.58 2.96
H 2.55 -1.28 -0.50
H 4.23 3.43 1.45
H -0.26 -3.42 -1.33
H 2.99 -1.82 1.14
H 0.94 2.50 3.23
H 2.17 4.67 1.47
H -5.18 5.69 4.14
H -5.49 6.94 2.05
H -3.15 6.92 2.87
H -4.96 -6.77 -2.70
H 0.28 -4.59 -0.11
H -6.27 4.71 3.17
H 0.87 2.70 0.17
H -3.39 -8.56 -3.33
H 8.32 4.27 -1.17
H 9.13 4.47 -2.63
H -4.54 3.13 2.63
H -3.96 3.64 4.23
H -3.93 -7.84 -4.85
H 3.96 -3.28 -0.89
H 2.03 -4.87 -1.72
H 0.41 1.28 1.15
H -5.20 5.49 1.09
H -1.88 -6.45 -4.97
H 3.12 -4.16 0.39
H 2.38 4.50 3.21
```

Summary:
total charge	+1
LUMO	-5.59	eV
energy	-3575.62925	Eh
spin multiplicity	1
highest occupied orbital energy	-0.408	Eh